#w
A 2-piece molecular cluster, C5H13N overall, computed with ωB97M-V with the def2-TZVPD basis set.

Its SMILES is C=CC.CNC. Its multiplicity is 1. As for the frontier orbital gap: 0.3687 Ha. The calculation puts the lowest unoccupied orbital energy at 1.06 eV.

Atoms and positions in Å:
1 C 1.569 2.508 -1.737
2 C 2.410 1.475 -1.917
3 C 1.938 0.019 -2.176
4 H 1.745 3.322 -1.164
5 H 0.407 2.304 -1.606
6 H 3.433 1.843 -2.022
7 H 2.011 -0.247 -3.212
8 H 0.870 -0.216 -2.185
9 H 2.374 -0.562 -1.418
10 C -2.003 -1.056 2.908
11 N -1.441 -0.250 1.791
12 C -1.165 -1.192 0.638
13 H -2.572 -0.557 3.648
14 H -1.094 -1.607 3.383
15 H -2.717 -1.869 2.646
16 H -2.172 0.438 1.442
17 H -0.503 -0.768 -0.134
18 H -0.946 -2.137 1.019
19 H -2.144 -1.447 0.097

natural (NBO) population analysis, charges in e, atoms 1 to 8:
1 C -0.399
2 C -0.163
3 C -0.664
4 H 0.192
5 H 0.165
6 H 0.204
7 H 0.226
8 H 0.216



#x
One molecule with the formula C5H13N, computed with ωB97M-V with the def2-TZVPD basis set.

Its SMILES is CCNC(C)C. Its multiplicity is 1. As for the frontier orbital gap: 0.3680 Ha. The calculation puts the lowest unoccupied orbital energy at 1.16 eV.

Atoms and positions in Å:
1 C -1.427 -2.106 -1.148
2 C -1.164 -0.827 -0.373
3 N 0.251 -0.538 -0.149
4 C 0.460 0.875 0.160
5 C 0.180 1.080 1.670
6 C 1.840 1.358 -0.211
7 H -2.476 -2.374 -1.093
8 H -0.938 -2.112 -2.122
9 H -0.924 -2.918 -0.606
10 H -1.586 -1.003 0.624
11 H -1.730 0.030 -0.763
12 H 0.800 -0.748 -0.977
13 H -0.354 1.494 -0.242
14 H 0.464 2.052 2.057
15 H 0.762 0.340 2.231
16 H -0.842 0.808 1.843
17 H 2.007 2.302 0.314
18 H 1.939 1.482 -1.291
19 H 2.737 0.807 0.077

natural (NBO) population analysis, charges in e, atoms 1 to 8:
1 C -0.618
2 C -0.215
3 N -0.620
4 C -0.048
5 C -0.613
6 C -0.628
7 H 0.219
8 H 0.202



#y
One molecule with the formula C5H13N, computed with ωB97M-V with the def2-TZVPD basis set.

Its SMILES is CCC(C)(C)N. Its multiplicity is 1. As for the frontier orbital gap: 0.3731 Ha. The calculation puts the lowest unoccupied orbital energy at 0.98 eV.

Atoms and positions in Å:
1 C -2.260 -0.171 0.157
2 C -0.976 0.578 -0.273
3 C 0.361 -0.027 0.051
4 C 1.191 1.253 -0.022
5 C 1.027 -1.100 -0.753
6 N 0.618 -0.338 1.385
7 H -2.121 -1.238 0.260
8 H -2.556 0.281 1.149
9 H -3.087 -0.180 -0.534
10 H -1.007 0.458 -1.354
11 H -1.018 1.665 -0.252
12 H 1.139 1.890 -0.869
13 H 0.962 1.933 0.764
14 H 2.226 0.757 0.119
15 H 0.763 -0.991 -1.816
16 H 2.101 -0.951 -0.619
17 H 0.896 -2.133 -0.413
18 H 0.172 -1.234 1.586
19 H 1.570 -0.452 1.436

natural (NBO) population analysis, charges in e, atoms 1 to 8:
1 C -0.618
2 C -0.391
3 C 0.061
4 C -0.568
5 C -0.612
6 N -0.811
7 H 0.202
8 H 0.210



#z
One molecule with the formula C5H13N, computed with ωB97M-V with the def2-TZVPD basis set.

Its SMILES is CNCC(C)C. Its multiplicity is 1. As for the frontier orbital gap: 0.3668 Ha. The calculation puts the lowest unoccupied orbital energy at 1.12 eV.

Atoms and positions in Å:
1 C 1.704 1.818 -0.929
2 N 1.424 1.004 0.338
3 C 0.778 -0.204 -0.023
4 C -0.541 -0.594 0.734
5 C -0.869 -2.047 0.786
6 C -1.599 0.189 -0.066
7 H 2.704 2.166 -1.106
8 H 1.688 1.010 -1.702
9 H 0.892 2.649 -1.021
10 H 0.761 1.567 0.816
11 H 0.514 -0.159 -1.063
12 H 1.599 -1.029 -0.026
13 H -0.612 -0.257 1.828
14 H -0.279 -2.443 1.626
15 H -1.957 -2.470 0.807
16 H -0.513 -2.481 -0.086
17 H -1.398 1.219 -0.110
18 H -1.670 -0.189 -1.141
19 H -2.626 0.253 0.338

natural (NBO) population analysis, charges in e, atoms 1 to 8:
1 C -0.426
2 N -0.617
3 C -0.206
4 C -0.239
5 C -0.607
6 C -0.608
7 H 0.199
8 H 0.187



Order of stability, best first: #x, #y, #z, #w



#w
A 2-piece molecular cluster, C5H13N overall, computed with ωB97M-V with the def2-TZVPD basis set.

Its SMILES is C=CC.CCN. Its multiplicity is 1. As for the frontier orbital gap: 0.3630 Ha. The calculation puts the lowest unoccupied orbital energy at 1.07 eV.

Atoms and positions in Å:
1 C 2.614 0.330 0.567
2 C 2.335 -0.963 0.770
3 C 2.516 -1.998 -0.318
4 H 2.837 1.006 1.388
5 H 2.438 0.736 -0.430
6 H 1.769 -1.282 1.647
7 H 3.169 -2.834 -0.088
8 H 1.520 -2.415 -0.532
9 H 2.776 -1.491 -1.254
10 C -2.612 0.107 -0.923
11 C -2.587 1.206 0.159
12 N -1.246 1.747 0.316
13 H -1.909 -0.650 -0.556
14 H -3.570 -0.399 -1.023
15 H -2.252 0.372 -1.913
16 H -3.195 1.966 -0.336
17 H -2.945 0.809 1.112
18 H -0.347 1.299 0.384
19 H -1.311 2.453 1.029

natural (NBO) population analysis, charges in e, atoms 1 to 8:
1 C -0.433
2 C -0.156
3 C -0.656
4 H 0.201
5 H 0.198
6 H 0.198
7 H 0.228
8 H 0.209



#x
One molecule with the formula C5H13N, computed with ωB97M-V with the def2-TZVPD basis set.

Its SMILES is CC(C)N(C)C. Its multiplicity is 1. As for the frontier orbital gap: 0.3407 Ha. The calculation puts the lowest unoccupied orbital energy at 1.07 eV.

Atoms and positions in Å:
1 C 1.142 0.663 -1.200
2 C -0.015 0.708 -0.223
3 C -1.358 1.125 -0.969
4 N -0.297 -0.437 0.637
5 C 0.169 -0.333 1.983
6 C -0.054 -1.732 0.036
7 H 1.635 1.627 -1.328
8 H 0.848 0.397 -2.224
9 H 1.929 -0.087 -1.061
10 H 0.154 1.546 0.456
11 H -1.090 1.538 -1.933
12 H -2.111 0.384 -0.722
13 H -1.765 1.946 -0.360
14 H -0.333 -1.087 2.613
15 H 1.232 -0.582 2.190
16 H -0.054 0.582 2.516
17 H -0.593 -1.814 -0.908
18 H -0.424 -2.469 0.746
19 H 0.984 -1.974 -0.249

natural (NBO) population analysis, charges in e, atoms 1 to 8:
1 C -0.652
2 C -0.040
3 C -0.636
4 N -0.453
5 C -0.407
6 C -0.412
7 H 0.220
8 H 0.204



Order of stability, best first: #x, #w



#w
One molecule with the formula C5H13N, computed with ωB97M-V with the def2-TZVPD basis set.

Its SMILES is CC[C@@H](C)CN. Its multiplicity is 1. As for the frontier orbital gap: 0.3728 Ha. The calculation puts the lowest unoccupied orbital energy at 1.13 eV.

Atoms and positions in Å:
1 C -2.285 0.405 -0.641
2 C -0.784 0.670 -0.841
3 C 0.146 0.170 0.263
4 C -0.136 -1.268 0.649
5 C 1.600 0.415 -0.180
6 N 2.629 -0.046 0.738
7 H -2.880 0.851 -1.438
8 H -2.478 -0.679 -0.660
9 H -2.608 0.759 0.327
10 H -0.539 0.233 -1.820
11 H -0.721 1.756 -0.917
12 H 0.001 0.831 1.128
13 H -1.179 -1.389 0.902
14 H 0.029 -1.945 -0.204
15 H 0.465 -1.638 1.479
16 H 1.768 -0.079 -1.145
17 H 1.772 1.485 -0.264
18 H 2.505 -1.009 1.023
19 H 2.696 0.479 1.602

natural (NBO) population analysis, charges in e, atoms 1 to 8:
1 C -0.602
2 C -0.390
3 C -0.238
4 C -0.620
5 C -0.201
6 N -0.837
7 H 0.211
8 H 0.197



#x
One molecule with the formula C5H13N, computed with ωB97M-V with the def2-TZVPD basis set.

Its SMILES is CCCNCC. Its multiplicity is 1. As for the frontier orbital gap: 0.3300 Ha. The calculation puts the lowest unoccupied orbital energy at 1.08 eV.

Atoms and positions in Å:
1 C 1.449 -2.138 -0.406
2 C -0.074 -1.620 -0.345
3 C -0.268 -0.714 0.775
4 N 0.304 0.600 0.620
5 C -0.028 1.815 0.044
6 C -1.459 2.030 -0.468
7 H 1.693 -2.862 0.309
8 H 1.624 -2.352 -1.439
9 H 2.107 -1.334 -0.069
10 H -0.751 -2.577 -0.590
11 H -0.219 -0.979 -1.230
12 H -1.360 -0.583 0.891
13 H -0.013 -1.098 1.711
14 H 1.234 0.513 0.157
15 H 0.790 1.980 -0.703
16 H 0.496 2.618 0.703
17 H -2.113 2.424 0.272
18 H -1.985 1.054 -0.745
19 H -1.355 2.748 -1.209

natural (NBO) population analysis, charges in e, atoms 1 to 8:
1 C -0.612
2 C -0.403
3 C -0.228
4 N -0.648
5 C -0.189
6 C -0.635
7 H 0.206
8 H 0.210



#y
One molecule with the formula C5H13N, computed with ωB97M-V with the def2-TZVPD basis set.

Its SMILES is CCCN(C)C. Its multiplicity is 1. As for the frontier orbital gap: 0.3390 Ha. The calculation puts the lowest unoccupied orbital energy at 1.08 eV.

Atoms and positions in Å:
1 C 1.827 -1.207 -0.212
2 C 0.884 -1.188 0.983
3 C -0.504 -0.522 0.734
4 N -0.429 0.500 -0.273
5 C -0.318 1.887 0.175
6 C -1.431 0.473 -1.345
7 H 2.263 -0.262 -0.518
8 H 1.285 -1.665 -1.059
9 H 2.689 -1.845 0.013
10 H 0.561 -2.234 1.110
11 H 1.391 -0.984 1.930
12 H -1.224 -1.310 0.486
13 H -0.951 -0.079 1.658
14 H -0.133 2.448 -0.742
15 H -1.242 2.283 0.667
16 H 0.543 1.968 0.841
17 H -2.116 1.335 -1.342
18 H -2.063 -0.409 -1.217
19 H -0.913 0.631 -2.312

natural (NBO) population analysis, charges in e, atoms 1 to 8:
1 C -0.600
2 C -0.413
3 C -0.212
4 N -0.463
5 C -0.403
6 C -0.413
7 H 0.209
8 H 0.203



Order of stability, best first: #w, #y, #x



#w
C26H34Cl2F6N2OPdSSb as an isolated structure, computed with ωB97M-V with the def2-TZVPD basis set.

The expectation value of S² is 0.754. Its multiplicity is 2. As for the frontier orbital gap (alpha / beta): 0.2436 / 0.2163 Ha. As for the total charge: +2. The calculation puts the lowest unoccupied orbital energy (alpha / beta) at -8.77 / -9.51 eV.

Atoms and positions in Å:
1 Pd 1.382 -1.292 0.428
2 C -2.758 1.088 -4.657
3 C -3.272 0.785 -3.240
4 C -4.310 -0.350 -3.291
5 C -3.930 2.040 -2.667
6 C -2.105 0.316 -2.392
7 C -1.374 -0.815 -2.763
8 C -0.337 -1.265 -1.980
9 N 0.001 -0.632 -0.856
10 C -0.675 0.465 -0.461
11 C -1.715 0.959 -1.216
12 C -0.223 1.014 0.820
13 C -0.758 2.099 1.467
14 C -0.276 2.503 2.720
15 C 0.770 1.761 3.261
16 C 1.289 0.678 2.579
17 N 0.805 0.338 1.387
18 C -0.910 3.686 3.429
19 C -0.224 3.986 4.761
20 C -2.389 3.349 3.687
21 C -0.806 4.920 2.518
22 H -3.584 1.451 -5.268
23 H -2.356 0.200 -5.145
24 H -1.985 1.858 -4.644
25 H -5.164 -0.026 -3.884
26 H -4.667 -0.607 -2.292
27 H -3.908 -1.251 -3.754
28 H -4.756 2.334 -3.313
29 H -3.236 2.883 -2.624
30 H -4.345 1.865 -1.672
31 H -1.613 -1.365 -3.661
32 H 0.235 -2.141 -2.241
33 H -2.242 1.836 -0.874
34 H -1.579 2.629 1.005
35 H 1.195 2.003 4.223
36 H 2.095 0.076 2.970
37 H -0.310 3.154 5.462
38 H -0.705 4.847 5.222
39 H 0.832 4.233 4.631
40 H -2.492 2.457 4.306
41 H -2.942 3.191 2.760
42 H -2.857 4.181 4.212
43 H 0.233 5.152 2.279
44 H -1.232 5.780 3.033
45 H -1.357 4.792 1.585
46 F -0.219 -3.291 -0.259
47 Sb -1.203 -3.448 1.418
48 F 0.569 -2.880 2.061
49 F -0.667 -5.229 1.468
50 F -1.933 -3.503 3.119
51 F -2.748 -3.678 0.412
52 F -1.442 -1.554 1.321
53 Cl 3.277 0.143 -0.853
54 C 3.210 1.200 -2.334
55 Cl 1.695 1.100 -3.188
56 H 4.019 0.845 -2.961
57 H 3.372 2.208 -1.973
58 C 3.444 -4.074 2.478
59 S 4.031 -2.616 1.638
60 O 2.899 -1.556 1.770
61 C 3.876 -3.049 -0.064
62 C 2.624 -3.464 -0.528
63 C 2.436 -3.614 -1.897
64 C 3.489 -3.364 -2.771
65 C 4.729 -2.970 -2.288
66 C 4.929 -2.791 -0.921
67 H 2.462 -4.364 2.114
68 H 3.405 -3.827 3.537
69 H 4.184 -4.857 2.306
70 H 1.856 -3.806 0.160
71 H 1.485 -3.976 -2.265
72 H 3.348 -3.504 -3.835
73 H 5.547 -2.797 -2.975
74 H 5.884 -2.451 -0.541

Mulliken population analysis, charges in e, atoms 1 to 8:
1 Pd 1.013
2 C -1.566
3 C 1.818
4 C -1.541
5 C -2.126
6 C 0.211
7 C -0.621
8 C -1.314



#x
C26H34Cl2F6N2OPdSSb as an isolated structure, computed with ωB97M-V with the def2-TZVPD basis set.

The expectation value of S² is 0.753. Its multiplicity is 2. As for the frontier orbital gap (alpha / beta): 0.2270 / 0.1888 Ha. As for the total charge: +2. The calculation puts the lowest unoccupied orbital energy (alpha / beta) at -8.47 / -9.50 eV.

Atoms and positions in Å:
1 Pd 0.959 -1.352 -0.156
2 C -4.571 2.811 -0.238
3 C -3.847 2.471 1.075
4 C -3.189 3.735 1.651
5 C -4.860 1.930 2.082
6 C -2.759 1.460 0.766
7 C -2.744 0.169 1.288
8 C -1.714 -0.699 0.990
9 N -0.718 -0.337 0.184
10 C -0.722 0.890 -0.395
11 C -1.714 1.793 -0.106
12 C 0.324 1.074 -1.410
13 C 0.590 2.246 -2.076
14 C 1.552 2.280 -3.088
15 C 2.157 1.066 -3.419
16 C 1.874 -0.077 -2.708
17 N 0.985 -0.068 -1.710
18 C 1.961 3.560 -3.788
19 C 3.404 3.866 -3.346
20 C 1.912 3.352 -5.310
21 C 1.059 4.735 -3.413
22 H -5.349 3.547 -0.034
23 H -5.045 1.929 -0.670
24 H -3.898 3.241 -0.980
25 H -3.966 4.458 1.899
26 H -2.516 4.213 0.939
27 H -2.631 3.515 2.561
28 H -5.610 2.695 2.278
29 H -4.394 1.679 3.036
30 H -5.388 1.053 1.702
31 H -3.527 -0.181 1.942
32 H -1.666 -1.692 1.410
33 H -1.690 2.760 -0.585
34 H 0.053 3.140 -1.799
35 H 2.884 1.003 -4.214
36 H 2.359 -1.015 -2.928
37 H 4.090 3.067 -3.628
38 H 3.469 4.009 -2.267
39 H 3.738 4.783 -3.831
40 H 2.659 2.637 -5.653
41 H 2.123 4.300 -5.804
42 H 0.929 3.014 -5.639
43 H 1.137 4.989 -2.354
44 H 0.014 4.543 -3.661
45 H 1.369 5.616 -3.974
46 F 3.222 -1.549 1.648
47 Sb 4.261 -0.791 0.236
48 F 2.943 -1.825 -0.894
49 F 5.221 0.271 1.411
50 F 5.346 -2.295 0.252
51 F 2.778 0.457 0.199
52 F 4.961 -0.071 -1.329
53 Cl -0.021 -3.064 -1.813
54 C 0.809 -4.703 -1.732
55 Cl 1.605 -5.055 -0.231
56 H 1.534 -4.687 -2.538
57 H 0.009 -5.414 -1.907
58 C 1.463 -2.100 4.049
59 S 1.316 -3.152 2.613
60 O 0.465 -2.275 1.644
61 C 0.125 -4.338 3.194
62 C 0.535 -5.182 4.220
63 C -0.342 -6.152 4.677
64 C -1.599 -6.282 4.102
65 C -1.982 -5.451 3.060
66 C -1.116 -4.470 2.596
67 H 0.474 -1.784 4.372
68 H 2.093 -1.263 3.760
69 H 1.959 -2.676 4.829
70 H 1.524 -5.101 4.653
71 H -0.039 -6.811 5.479
72 H -2.278 -7.044 4.461
73 H -2.954 -5.568 2.603
74 H -1.396 -3.835 1.769

Mulliken population analysis, charges in e, atoms 1 to 8:
1 Pd 0.737
2 C -1.530
3 C 1.801
4 C -1.514
5 C -2.134
6 C 0.457
7 C -0.715
8 C -0.512



Order of stability, best first: #x, #w